(1)
Entry from the Open Molecules 2025 dataset: a single C3H6N4S molecule at a distorted geometry (ωB97M-V/def2-TZVPD).

Summary:
structure (SMILES)	[H]/N=C1\NSC\C1=N\N
total charge	0
DFT total energy	-20001.3535	eV
lowest unoccupied orbital energy	0.51	eV
ΔE to the lowest compared entry with this formula, charge and spin	68.8	kcal per mole

Element x y z (Å)
H -0.4769 -2.6732 0.6539
N -0.6736 -1.6267 0.3861
C 0.3151 -0.8456 0.1367
N 1.6055 -1.0095 0.5819
S 2.5774 0.5483 0.3493
C 1.1415 1.5836 -0.1296
C -0.0022 0.5544 -0.2177
N -1.1390 0.8799 -0.7307
N -2.0865 -0.0202 -0.8551
H 1.6853 -1.3578 1.4925
H 1.1733 2.0639 -1.2004
H 0.9484 2.2684 0.7610
H -2.0739 -0.8725 -0.3302
H -2.9944 0.5071 -0.8976

=====

(2)
Entry from the Open Molecules 2025 dataset: 2 unconnected molecules or ions with the total composition C14H20N2O at a distorted geometry (ωB97M-V/def2-TZVPD).

Summary:
structure (SMILES)	Cc1c[nH]c2ccccc12.CCN(C)C(C)=O
total charge	0
DFT total energy	-19866.1943	eV
lowest unoccupied orbital energy	0.82	eV
ΔE to the lowest compared entry with this formula, charge and spin	115.3	kcal per mole

Element x y z (Å)
C 3.4027 0.4221 -1.9653
C 1.9755 0.2570 -2.2534
C 1.4486 -0.4151 -3.4359
N 0.1351 -0.2106 -3.5602
C -0.2486 0.4640 -2.4143
C -1.6168 0.8075 -2.1127
C -1.7909 1.5828 -0.9567
C -0.7231 2.2125 -0.2491
C 0.5284 1.6791 -0.5838
C 0.8781 0.8708 -1.6087
H 3.5487 0.4862 -0.8794
H 3.7511 1.3556 -2.5404
H 4.2114 -0.0890 -2.5040
H 2.1264 -1.0195 -4.0080
H -0.6152 -0.5547 -4.1371
H -2.4933 0.5533 -2.6490
H -2.8031 1.7858 -0.5483
H -0.9635 2.8462 0.4666
H 1.3708 2.2414 -0.0326
C -1.3180 0.8732 2.8894
C -0.4470 -0.4044 3.0402
N -0.1011 -1.1648 1.8531
C 1.2437 -0.9134 1.2575
C -0.7309 -2.3255 1.5081
C -2.1919 -2.1000 1.4353
O -0.0871 -3.1530 0.9494
H -2.4742 0.4970 2.3905
H -0.9898 1.5806 2.2964
H -1.6726 1.4324 3.8806
H 0.6011 -0.0260 3.3865
H -0.7757 -1.0473 3.7781
H 2.1614 -1.1808 1.7207
H 1.4701 -1.4533 0.3460
H 0.9990 0.1116 1.0232
H -2.3396 -1.1689 0.9386
H -2.6499 -2.9214 0.9535
H -2.8199 -1.9112 2.3251

=====

(3)
Entry from the Open Molecules 2025 dataset: 8 unconnected molecules or ions with the total composition C37H77N2O7 at a distorted geometry (ωB97M-V/def2-TZVPD).

Summary:
total charge	+1
DFT total energy	-56901.2664	eV
lowest unoccupied orbital energy	-5.61	eV
ΔE to the lowest compared entry with this formula, charge and spin	327.1	kcal per mole

Element x y z (Å)
C 4.1648 -5.7605 2.2560
N 4.1028 -4.7825 1.1190
C 2.9758 -4.0355 1.0470
C 3.0018 -2.8185 0.4350
C 4.3228 -2.2985 0.1000
C 5.4628 -3.1775 0.1150
C 5.2338 -4.3225 0.6000
C 4.4338 -0.9295 -0.4520
C 3.4658 0.1835 -0.2430
C 3.5138 1.4495 -0.7930
N 4.4848 1.6305 -1.7230
C 5.4028 0.6675 -2.0730
C 5.3778 -0.5265 -1.5940
C 4.1658 2.5715 -2.8480
H 4.8388 -5.5795 3.0560
H 4.3158 -6.7115 1.8550
H 3.3768 -5.5815 2.8280
H 1.8908 -4.2975 1.4150
H 2.1908 -2.2015 0.2450
H 6.4748 -2.9285 -0.1830
H 6.1568 -5.0255 0.8880
H 2.4988 0.0315 0.3980
H 2.8478 2.2955 -0.5000
H 6.2358 0.9485 -2.8580
H 6.0688 -1.2535 -1.9080
H 5.2048 2.9545 -3.1120
H 3.4408 3.1835 -2.3860
H 3.8538 2.0015 -3.7610
C -0.2392 -0.0135 0.4090
O 0.4338 -0.9735 1.1910
H -1.0512 -0.5495 -0.0620
H 0.4198 0.5975 -0.1570
H -0.4192 0.8415 1.0820
C 2.0828 2.1325 2.5980
C 3.5188 1.9745 3.0320
O 4.2398 2.6245 1.8990
C 5.6608 2.6265 2.0590
C 6.1248 3.5905 1.1500
H 1.4798 1.6955 3.2430
H 1.6638 1.6255 1.9230
H 1.7058 2.9665 2.3770
H 3.7438 0.9495 3.0240
H 3.8248 2.1655 4.1120
H 5.6238 1.7035 1.7560
H 5.7778 2.8905 3.0790
H 5.7628 4.4855 1.5530
H 5.6288 3.5505 0.0790
H 7.2238 3.6375 1.1990
C 2.4678 -1.6615 -4.2620
C 1.2718 -1.2125 -3.3380
O 0.1058 -1.7045 -3.9580
C -1.0662 -1.3675 -3.2300
C -2.2582 -1.8925 -3.9100
H 2.6798 -2.6825 -3.7330
H 3.3318 -1.1155 -3.9880
H 2.0518 -1.5865 -5.2300
H 1.4928 -0.1815 -3.1090
H 1.4938 -1.7845 -2.3900
H -1.0002 -0.3235 -3.0190
H -0.9692 -1.7795 -2.2010
H -2.2012 -1.1575 -4.7730
H -3.0812 -1.6445 -3.3420
H -2.2562 -2.9575 -4.1610
C -7.3032 -3.1035 1.1460
C -6.2532 -2.2635 0.4220
O -5.1382 -3.1705 0.6790
C -3.7972 -2.5845 0.3920
C -2.7232 -3.3095 0.9190
H -7.4792 -3.9415 0.4780
H -8.2912 -2.3985 1.1370
H -7.1562 -3.2065 2.2090
H -6.0272 -1.3335 1.0620
H -6.2342 -2.3435 -0.5620
H -3.7332 -1.3615 0.7990
H -3.5522 -2.5345 -0.6730
H -2.6882 -4.3535 0.6250
H -2.7962 -3.5175 2.0470
H -1.7862 -2.8245 0.5640
C -7.2562 0.9845 -3.1150
C -5.8802 0.3205 -2.6790
O -5.2732 1.3055 -1.7480
C -4.0202 0.9635 -1.2500
C -3.7972 1.4915 -0.0530
H -7.0492 2.0685 -3.3760
H -7.9542 0.9775 -2.3920
H -7.6002 0.4015 -4.1500
H -5.2162 0.3055 -3.5440
H -5.8962 -0.7075 -2.2540
H -3.2022 1.4695 -1.8420
H -3.8202 -0.1465 -1.5570
H -2.8762 1.5885 0.1780
H -4.3832 0.8605 0.5710
H -4.1712 2.4125 0.0930
C 3.1648 5.6145 -0.3560
C 1.7818 5.0865 -0.2790
O 1.4568 4.1795 -1.2870
C 0.2508 3.5095 -1.2580
C 0.1558 2.5505 -2.3020
H 3.3228 6.2295 0.5070
H 3.3098 6.3305 -1.2360
H 3.7928 4.7555 -0.3410
H 0.8048 5.5325 -0.0160
H 2.0388 4.3845 0.7110
H -0.6952 4.3315 -1.1090
H 0.3488 2.8685 -0.4640
H 0.0148 3.0135 -3.2960
H -0.7532 1.8125 -1.9140
H 0.8578 1.7705 -2.3650
C -5.8452 -0.1515 4.4340
C -4.6732 -0.5525 3.5550
O -3.4442 -0.2545 4.1800
C -2.3232 -0.5455 3.4020
C -1.0902 -0.0135 3.9940
H -6.0222 0.8705 4.3250
H -5.5622 -0.2135 5.4100
H -6.7222 -0.9155 4.3060
H -4.5842 -0.0035 2.5900
H -4.5662 -1.6195 3.4120
H -2.1862 -0.3885 2.4040
H -1.9562 -1.6325 3.3300
H -1.0582 1.1045 4.3180
H -0.1752 -0.3555 3.3560
H -1.0572 -0.5025 5.0330

=====

(4)
Entry from the Open Molecules 2025 dataset: 8 unconnected molecules or ions with the total composition C63H87BrF2IN8O at a distorted geometry (ωB97M-V/def2-TZVPD).

Summary:
total charge	+1
DFT total energy	-164276.5094	eV
lowest unoccupied orbital energy	-2.38	eV
ΔE to the lowest compared entry with this formula, charge and spin	0.0	kcal per mole

Element x y z (Å)
C 7.8340 0.8187 -1.1903
C 6.5047 0.2398 -1.8547
C 5.2324 0.7732 -1.0305
O 4.0401 0.4734 -1.7918
C 2.8575 0.6288 -0.9967
C 1.9674 -0.7239 -0.9854
C 2.7854 -1.7987 -0.1597
C 3.1194 -3.1319 -0.9966
C 4.4797 -2.9875 -1.8313
F 2.0645 -3.5152 -1.8716
N 0.5716 -0.4661 -0.5407
C -0.1912 -1.6735 -0.0765
C -0.2651 -1.7570 1.5454
C -1.5328 -1.0297 2.1658
C -2.9442 -1.7332 1.7811
C -1.5513 0.5553 1.9354
C -3.0155 1.1867 2.1955
C -2.8003 2.7419 2.4412
C -3.0869 3.7390 1.5179
C -2.5666 5.2104 1.8691
C -3.8425 3.5507 0.1335
C -0.1548 0.3040 -1.6271
C -0.6324 -0.6699 -2.8282
C -2.2353 -0.8000 -2.7976
F -2.7120 -0.9284 -4.1462
C 0.8149 1.3763 -2.3506
C -0.0088 2.4842 -3.1713
C 0.0645 2.2788 -4.7555
C 1.9736 1.9311 -1.4259
I 3.2394 3.3594 -2.5406
C 1.5434 2.6449 -0.0579
Br 2.9300 4.0425 0.3635
C 0.1048 3.3141 -0.0166
C 0.1298 4.8651 -0.4700
H 8.6180 0.9879 -1.9854
H 8.2411 0.0557 -0.4516
H 7.6448 1.7658 -0.6009
H 6.5301 -0.8857 -1.7195
H 6.4444 0.5586 -2.9339
H 5.2822 0.2199 -0.0300
H 5.3025 1.8739 -0.7834
H 3.2203 0.7407 0.0816
H 1.9771 -1.0750 -2.0716
H 2.3435 -2.1084 0.8290
H 3.8095 -1.3584 0.0842
H 3.3208 -3.9464 -0.2347
H 5.3761 -3.1779 -1.1632
H 4.5176 -3.7533 -2.6751
H 4.6011 -1.9661 -2.2952
H 0.6384 0.1461 0.2981
H 0.2095 -2.6505 -0.4686
H -1.2883 -1.6443 -0.3911
H -0.2435 -2.8471 1.8393
H 0.6993 -1.2886 1.9421
H -1.4529 -1.1664 3.2984
H -2.7875 -2.8439 1.6726
H -3.6511 -1.4553 2.6131
H -3.2713 -1.2279 0.8156
H -1.2464 0.8758 0.8953
H -0.8839 1.0368 2.7265
H -3.5565 0.6833 3.0474
H -3.5822 1.0669 1.2143
H -2.3437 3.0516 3.4344
H -1.7711 5.1789 2.6803
H -3.4449 5.8270 2.2222
H -2.0960 5.7189 0.9676
H -4.9673 3.4755 0.3044
H -3.4373 2.7154 -0.5116
H -3.7000 4.5107 -0.4625
H -1.0808 0.8239 -1.2506
H -0.3970 -0.2387 -3.8474
H -0.1306 -1.6850 -2.7863
H -2.7249 0.1570 -2.4132
H -2.5962 -1.6521 -2.1509
H 1.3388 0.7651 -3.1630
H -1.1049 2.3192 -2.8822
H 0.2437 3.5303 -2.8431
H 0.6551 1.3714 -5.0728
H -1.0003 2.1060 -5.1290
H 0.4117 3.2296 -5.2707
H 1.6083 1.9326 0.8343
H -0.2247 3.3429 1.0747
H -0.7022 2.7722 -0.5879
H -0.9236 5.1973 -0.7489
H 0.8019 4.9828 -1.3682
H 0.4436 5.5242 0.3964
N -3.1045 -4.3404 -0.9737
C -4.1826 -4.8271 -1.6044
C -4.1213 -5.7793 -2.6092
C -2.8741 -6.2539 -2.9880
C -1.7436 -5.7642 -2.3501
C -1.9149 -4.8171 -1.3549
H -5.1335 -4.4216 -1.2758
H -5.0249 -6.1392 -3.0836
H -2.7839 -6.9977 -3.7711
H -0.7540 -6.1113 -2.6184
H -1.0656 -4.4049 -0.8194
N -6.5245 0.9764 1.5073
C -7.6244 0.7035 2.2259
C -8.8858 0.5447 1.6734
C -9.0230 0.6786 0.3001
C -7.9015 0.9625 -0.4657
C -6.6844 1.0990 0.1814
H -7.4668 0.6111 3.2958
H -9.7385 0.3224 2.3020
H -9.9934 0.5629 -0.1691
H -7.9712 1.0744 -1.5403
H -5.7780 1.3176 -0.3754
N -6.8707 7.0691 3.4059
C -7.8313 7.1688 2.4768
C -8.1188 6.1752 1.5547
C -7.3679 5.0100 1.5906
C -6.3660 4.8816 2.5414
C -6.1607 5.9328 3.4207
H -8.3887 8.0994 2.4867
H -8.9092 6.3096 0.8274
H -7.5614 4.2092 0.8846
H -5.7590 3.9859 2.5968
H -5.3916 5.8788 4.1847
N 10.0009 -2.0308 0.0395
C 8.9584 -2.8263 0.3168
C 9.0805 -4.1372 0.7474
C 10.3552 -4.6619 0.8979
C 11.4512 -3.8613 0.6162
C 11.2222 -2.5609 0.1946
H 7.9813 -2.3719 0.1808
H 8.2016 -4.7328 0.9594
H 10.4930 -5.6837 1.2318
H 12.4603 -4.2374 0.7224
H 12.0473 -1.8947 -0.0342
N 11.8603 -3.0116 4.4859
C 11.1433 -2.1862 3.7106
C 10.7341 -0.9215 4.1018
C 11.0819 -0.4828 5.3705
C 11.8220 -1.3183 6.1935
C 12.1851 -2.5636 5.7065
H 10.8939 -2.5748 2.7312
H 10.1580 -0.2963 3.4313
H 10.7797 0.5000 5.7143
H 12.1111 -1.0096 7.1899
H 12.7671 -3.2511 6.3112
N -7.5635 -0.4833 5.4163
C -7.6669 -1.6954 4.8463
C -8.1043 -2.8267 5.5160
C -8.4524 -2.7055 6.8525
C -8.3532 -1.4663 7.4655
C -7.9084 -0.3947 6.7089
H -7.3810 -1.7414 3.8001
H -8.1705 -3.7786 5.0050
H -8.7979 -3.5682 7.4105
H -8.6160 -1.3347 8.5071
H -7.8177 0.5950 7.1438
N 0.6967 0.3281 -9.2724
C -0.5547 0.1381 -9.7129
C -1.5318 -0.5341 -8.9956
C -1.1970 -1.0443 -7.7508
C 0.0923 -0.8629 -7.2730
C 0.9947 -0.1728 -8.0664
H -0.7673 0.5524 -10.6926
H -2.5282 -0.6554 -9.4006
H -1.9327 -1.5774 -7.1590
H 0.3898 -1.2482 -6.3053
H 2.0138 -0.0023 -7.7343